[1]
This record from OMol25 describes C27H29AsBrIrN2O7 as an isolated structure. The level of theory is the ωB97M-V functional and the def2-TZVPD basis.

Total charge: +3
Highest occupied orbital energy (alpha / beta) in eV: -16.06 / -16.06
Multiplicity: 2
Orbital gap (alpha / beta) in eV: 5.13 / 5.08
Expectation value of S²: 1.03
Calculated total energy in eV: -179473.2789
LUMO (alpha / beta) in eV: -10.930 / -10.980

Each line ends with the Mulliken charge.
Atoms and positions in Å:
Ir1 -0.3740 0.0412 -0.4764  1.116
O1 -1.0259 3.6804 1.6436  -0.432
C1 -1.2518 2.5337 1.0841  0.544
O2 -0.3420 1.8685 0.5721  -0.771
C2 -2.7010 2.1109 1.1497  -0.526
O3 -2.8823 0.9301 0.4180  -0.525
C3 -3.3197 -0.2241 1.1387  -0.542
C4 -2.1096 -0.9238 1.7371  0.495
O4 -1.9965 -1.2331 2.8871  -0.506
O5 -1.1099 -1.1837 0.8789  -0.446
H1 -0.0878 3.9433 1.5966  0.419
H2 -3.3118 2.9164 0.7304  0.450
H3 -2.9671 2.0142 2.2081  0.579
H4 -3.8108 -0.8664 0.4091  0.323
H5 -4.0282 0.0512 1.9188  0.421
C5 0.6183 -2.0528 -2.6096  -0.065
O6 0.7627 -1.5910 -1.2298  -0.175
C6 1.3783 -2.5072 -0.3667  0.896
C7 1.6210 -3.8160 -0.7852  -0.046
C8 2.1583 -4.7709 0.0860  -1.003
Br1 2.4425 -6.5108 -0.5319  -0.105
C9 2.4562 -4.4226 1.3773  -0.600
C10 2.2687 -3.0877 1.8031  0.376
C11 1.7155 -2.1223 0.9268  0.384
O7 1.5027 -0.8352 1.3225  -0.884
C12 2.7016 -2.7964 3.1264  0.281
N1 2.8691 -3.7973 4.0458  -0.575
C13 3.2862 -3.2153 5.1449  0.818
C14 3.6324 -3.8200 6.4015  -0.715
C15 4.1455 -3.0010 7.3548  -0.564
C16 4.3045 -1.6045 7.1136  -0.368
C17 3.9740 -0.9720 5.9056  -0.849
C18 3.4419 -1.7873 4.9449  0.673
N2 3.0328 -1.5812 3.6430  0.128
H6 -0.0503 -2.9098 -2.6450  0.471
H7 1.6043 -2.2872 -3.0055  0.543
H8 0.1924 -1.2244 -3.1469  -0.944
H9 1.3674 -4.1422 -1.7798  0.614
H10 2.8694 -5.1445 2.0665  0.676
H11 0.9407 -0.8385 2.1163  0.447
H12 3.4795 -4.8800 6.5503  0.493
H13 4.4402 -3.3931 8.3180  0.441
H14 4.7002 -0.9922 7.9152  0.425
H15 4.1468 0.0859 5.7706  0.448
H16 3.1174 -0.7227 3.1191  0.195
C19 -0.7181 0.6006 -4.2379  -1.454
As1 -1.3286 1.0931 -2.4682  0.837
C20 -3.2278 0.8067 -2.6266  -1.261
C21 -1.0362 3.0325 -2.3374  -0.646
C22 -1.5646 3.7068 -3.5736  0.043
C23 -0.7111 3.9886 -4.6335  -0.271
C24 -1.1926 4.6362 -5.7641  -0.694
C25 -2.5273 5.0026 -5.8399  -0.503
C26 -3.3819 4.7282 -4.7843  -0.809
C27 -2.9020 4.0790 -3.6535  -0.176
H17 -1.2318 1.2850 -4.9137  0.494
H18 -1.0213 -0.4178 -4.4735  0.569
H19 0.3571 0.7241 -4.3517  0.457
H20 -3.5260 1.2664 -3.5684  0.538
H21 -3.7570 1.2566 -1.7936  0.304
H22 -3.4301 -0.2628 -2.6608  0.491
H23 0.0333 3.1884 -2.1971  0.642
H24 -1.5599 3.3597 -1.4387  0.315
H25 0.3380 3.7203 -4.5735  0.403
H26 -0.5217 4.8669 -6.5799  0.434
H27 -2.8998 5.5087 -6.7193  0.433
H28 -4.4183 5.0319 -4.8336  0.428
H29 -3.5739 3.8798 -2.8253  0.413

[2]
This record from OMol25 describes C27H29BBrN6O4S3Y as an isolated structure. The level of theory is the ωB97M-V functional and the def2-TZVPD basis.

Total charge: 0
Relative energy (zero: lowest compared OMol25 entry of this formula, charge and spin) in kcal/mol: 4.3
Highest occupied orbital energy in eV: -7.67
Orbital gap in eV: 7.86
Calculated total energy in eV: -149875.0296
LUMO in eV: 0.185

Each line ends with the Mulliken charge.
Atoms and positions in Å:
Y1 0.9913 0.5177 -0.1598  0.940
C1 3.4734 1.8495 -3.3899  -0.917
N1 3.9302 0.6552 -2.6934  0.323
C2 5.2402 0.4185 -2.3334  -0.342
C3 5.2767 -0.8271 -1.8219  -0.884
N2 4.0027 -1.3578 -1.8707  0.412
B1 3.8298 -2.9209 -1.6278  0.446
N3 2.3518 -3.3258 -1.3569  0.089
C4 1.6192 -4.1999 -2.1354  -0.426
C5 0.3921 -4.3268 -1.5881  -0.559
N4 0.3835 -3.5182 -0.4631  0.268
C6 -0.7334 -3.3087 0.4478  -0.796
C7 1.5841 -2.9096 -0.3444  -0.243
S1 1.9991 -1.8077 0.9008  -0.404
C8 3.1829 -0.4407 -2.4039  0.033
S2 1.4688 -0.5376 -2.6656  -0.480
H1 4.0191 2.7056 -3.0048  0.369
H2 2.4161 1.9891 -3.2037  0.201
H3 3.6429 1.7402 -4.4598  0.316
H4 6.0023 1.1720 -2.4342  0.469
H5 6.0962 -1.3908 -1.4075  0.488
H6 4.1615 -3.4850 -2.6512  -0.202
H7 4.5263 -3.2088 -0.6815  -0.160
H8 2.0411 -4.6485 -3.0184  0.485
H9 -0.4632 -4.9115 -1.8840  0.435
H10 -1.5311 -3.9968 0.1770  0.327
H11 -1.0985 -2.2846 0.3864  0.199
H12 -0.4233 -3.4875 1.4756  0.335
O1 -4.4147 2.5274 -3.8426  -0.548
C9 -3.3247 2.1038 -3.1668  0.836
C10 -2.6853 0.9000 -3.4286  -0.818
C11 -1.5752 0.5785 -2.6817  -0.729
N5 -1.0811 1.3442 -1.6979  0.601
C12 -1.7271 2.4838 -1.4630  -0.350
Br1 -1.1353 3.5929 -0.0547  -0.056
C13 -2.8358 2.9186 -2.1612  -0.424
H13 -4.6598 1.8822 -4.5149  0.301
H14 -3.0347 0.2311 -4.2054  0.351
H15 -1.0521 -0.3481 -2.8754  0.380
H16 -3.3168 3.8567 -1.9248  0.512
C14 2.3727 3.9529 1.1660  -0.982
S3 2.8601 2.6979 0.0337  1.250
O2 4.1351 3.0565 -0.5051  -0.573
O3 1.7624 2.5780 -0.9559  -0.468
O4 2.8263 1.4222 0.8046  -0.627
H17 2.1001 4.8316 0.5839  0.338
H18 3.2205 4.1617 1.8162  0.393
H19 1.5216 3.5878 1.7395  0.204
N6 -0.6556 0.5462 1.0839  0.080
C15 -1.4719 0.2395 1.9953  -0.896
C16 -1.1890 -0.8029 3.0429  0.858
C17 -2.1869 -1.6909 3.4464  -0.107
C18 -1.8999 -2.7116 4.3436  -0.767
C19 -0.6180 -2.8331 4.8688  -0.442
C20 0.3726 -1.9378 4.4878  -0.722
C21 0.0873 -0.9351 3.5736  -0.488
C22 -2.8289 0.9021 2.0747  0.028
C23 -3.5707 1.0838 0.9114  -0.087
C24 -4.7889 1.7477 0.9444  -0.664
C25 -5.2699 2.2547 2.1462  -0.493
C26 -4.5368 2.0752 3.3123  -0.717
C27 -3.3305 1.3862 3.2786  -0.119
H20 -3.1903 -1.5840 3.0478  0.444
H21 -2.6766 -3.4061 4.6394  0.397
H22 -0.3931 -3.6232 5.5744  0.388
H23 1.3737 -2.0322 4.8903  0.414
H24 0.8625 -0.2495 3.2546  0.519
H25 -3.1760 0.6984 -0.0216  0.396
H26 -5.3612 1.8758 0.0325  0.426
H27 -6.2155 2.7825 2.1748  0.389
H28 -4.9083 2.4675 4.2515  0.392
H29 -2.7662 1.2335 4.1923  0.457

[3]
This record from OMol25 describes C27H29BiN4O4 as an isolated structure. The level of theory is the ωB97M-V functional and the def2-TZVPD basis.

Total charge: +2
Highest occupied orbital energy in eV: -13.55
Orbital gap in eV: 8.37
Calculated total energy in eV: -48447.1601
LUMO in eV: -5.181

Each line ends with the Mulliken charge.
Atoms and positions in Å:
Bi1 -0.2781 -1.1345 1.2094  1.366
O1 1.6374 -0.1644 0.0784  -0.269
C1 2.4962 -1.1641 -0.5360  2.852
C2 1.7283 -2.5108 -0.6116  -0.135
O2 2.2339 -3.5001 -1.0385  -0.523
O3 0.4439 -2.4718 -0.2059  -0.380
C3 2.8290 -0.7704 -1.9746  -0.519
C4 3.9084 -1.3818 -2.6066  -0.355
C5 4.1982 -1.0950 -3.9298  -0.996
C6 3.4113 -0.2002 -4.6461  -0.481
C7 2.3232 0.3949 -4.0332  -1.255
C8 2.0295 0.1044 -2.7057  -0.244
C9 3.6971 -1.2876 0.3835  0.017
C10 4.7604 -0.4008 0.2576  -0.222
C11 5.8475 -0.4863 1.1132  -0.896
C12 5.8810 -1.4597 2.1040  -0.490
C13 4.8174 -2.3374 2.2461  -1.025
C14 3.7300 -2.2503 1.3878  -0.272
H1 1.3156 0.4554 -0.5907  -0.178
H2 4.5193 -2.0910 -2.0630  0.532
H3 5.0431 -1.5748 -4.4059  0.430
H4 3.6390 0.0205 -5.6811  0.436
H5 1.6890 1.0742 -4.5902  0.431
H6 1.1332 0.5564 -2.2857  1.036
H7 4.7479 0.3542 -0.5200  0.436
H8 6.6785 0.1967 0.9958  0.417
H9 6.7392 -1.5381 2.7596  0.432
H10 4.8423 -3.1064 3.0072  0.438
H11 2.9188 -2.9638 1.4922  0.420
O4 -1.2568 0.2868 0.0188  -0.406
C15 -2.6010 0.4942 0.0216  0.233
C16 -3.0460 1.8057 -0.1297  0.145
C17 -4.3929 2.1134 -0.1488  -0.682
C18 -5.3429 1.1100 0.0005  -0.809
C19 -4.9190 -0.1961 0.1357  -0.822
C20 -3.5597 -0.5247 0.1280  0.294
C21 -3.1682 -1.9318 0.2093  0.558
N1 -2.0824 -2.4172 0.8086  -0.268
C22 -2.0954 -3.8010 0.6691  -0.300
C23 -3.2179 -4.1451 0.0052  -0.526
N2 -3.8722 -2.9616 -0.2775  -0.063
H12 -2.2981 2.5816 -0.2430  0.204
H13 -4.7129 3.1396 -0.2755  0.417
H14 -6.3977 1.3457 0.0178  0.419
H15 -5.6532 -0.9823 0.2688  0.473
H16 -1.3042 -4.4258 1.0459  0.427
H17 -3.5959 -5.1067 -0.2967  0.447
H18 -4.7205 -2.8752 -0.8148  0.243
N3 0.0271 5.5096 -0.0570  -0.069
C24 0.7133 5.0476 1.2034  -0.752
C25 0.7662 3.5228 1.2028  -0.541
N4 1.4078 2.9689 0.0209  -0.029
C26 0.7940 3.4570 -1.2073  -0.255
C27 0.7131 4.9791 -1.2911  -0.993
H19 -0.0089 6.5288 -0.0865  0.360
H20 -0.9404 5.1821 -0.0464  0.317
H21 0.1652 5.4402 2.0577  0.423
H22 1.7134 5.4778 1.1910  0.347
H23 -0.2557 3.1282 1.2500  0.101
H24 1.2881 3.1978 2.1008  0.496
H25 2.4087 3.1290 0.0267  0.335
H26 -0.2117 3.0297 -1.2803  0.097
H27 1.3599 3.1072 -2.0700  0.361
H28 0.1512 5.3096 -2.1625  0.427
H29 1.7050 5.4270 -1.3151  0.390